[1]
118
Properties=species:S:1:pos:R:3 method="wB97M-V/def2-TZVPD" e_homo_ha=-0.1062 e_lumo_ev=3.459 gap_ev=6.35 relative_energy_ev=2.905 charge=-2 max_force_ha_per_bohr=0.05605 spin_multiplicity=1
Hf 3.796 -0.131 -0.143
S 7.336 0.540 3.538
Sb 5.261 0.670 2.651
S 5.110 1.975 0.571
S 4.726 -1.469 1.634
S 3.583 1.352 4.014
I 6.923 -0.351 -0.597
C 6.876 -2.153 -1.656
I 4.941 -3.090 -1.288
H 7.687 -2.796 -1.334
H 6.957 -1.926 -2.717
C -5.053 0.518 4.497
C -4.154 -0.317 3.631
C -3.037 -0.950 4.150
C -2.265 -1.802 3.375
C -1.067 -2.490 3.951
C -2.618 -2.009 2.042
C -3.689 -1.314 1.476
C -4.015 -1.476 0.021
C -4.449 -0.483 2.284
C -2.039 -3.150 1.297
C -2.641 -4.370 1.604
C -2.271 -5.527 0.953
C -1.314 -5.463 -0.037
C -0.692 -4.259 -0.350
C -1.040 -3.099 0.338
Ge -0.024 -1.403 0.052
S 2.016 -1.789 -0.378
S -0.258 0.180 1.697
Ge 0.096 1.584 -0.095
S 2.204 1.724 -0.174
S -0.798 0.029 -1.559
C -0.706 3.398 -0.330
C -1.034 4.147 0.789
C -1.585 5.412 0.628
C -1.807 5.926 -0.635
C -1.450 5.185 -1.747
C -0.885 3.923 -1.602
C -0.491 3.155 -2.802
C 0.824 3.201 -3.265
C 1.845 4.103 -2.638
C 1.177 2.430 -4.366
C 0.250 1.638 -5.021
C 0.651 0.801 -6.198
C -1.065 1.639 -4.571
C -1.447 2.382 -3.467
C -2.861 2.354 -2.968
C -0.844 3.587 2.142
C -1.888 2.887 2.740
C -3.198 2.690 2.031
C -1.703 2.348 4.006
C -0.495 2.477 4.671
C -0.270 1.845 6.010
C 0.528 3.198 4.071
C 0.367 3.769 2.820
C 1.459 4.608 2.227
C 0.300 -4.296 -1.447
C 1.524 -4.945 -1.259
C 1.948 -5.443 0.092
C 2.396 -5.061 -2.331
C 2.109 -4.511 -3.572
C 3.092 -4.603 -4.700
C 0.889 -3.875 -3.739
C -0.030 -3.783 -2.703
C -1.359 -3.137 -2.954
H -4.619 0.666 5.484
H -6.024 0.031 4.622
H -5.225 1.491 4.040
H -2.774 -0.805 5.189
H -0.893 -2.172 4.975
H -0.178 -2.248 3.367
H -1.196 -3.573 3.929
H -4.124 -2.531 -0.237
H -3.216 -1.072 -0.603
H -4.934 -0.951 -0.234
H -5.309 0.023 1.864
H -3.410 -4.402 2.365
H -2.739 -6.470 1.204
H -1.032 -6.354 -0.581
H -1.849 5.971 1.516
H -2.251 6.907 -0.754
H -1.594 5.572 -2.747
H 1.637 4.283 -1.583
H 1.830 5.074 -3.138
H 2.846 3.683 -2.733
H 2.205 2.439 -4.700
H 1.724 0.859 -6.364
H 0.134 1.141 -7.096
H 0.381 -0.240 -6.028
H -1.796 1.022 -5.077
H -3.453 1.643 -3.538
H -3.322 3.339 -3.044
H -2.892 2.060 -1.919
H -3.233 3.233 1.088
H -4.022 3.034 2.658
H -3.353 1.629 1.829
H -2.514 1.801 4.464
H -1.196 1.441 6.414
H 0.143 2.570 6.710
H 0.455 1.038 5.911
H 1.477 3.292 4.578
H 2.410 4.399 2.714
H 1.230 5.668 2.365
H 1.568 4.435 1.156
H 1.104 -5.785 0.688
H 2.416 -4.622 0.639
H 2.687 -6.239 0.006
H 3.324 -5.597 -2.189
H 3.718 -5.488 -4.599
H 3.745 -3.729 -4.703
H 2.584 -4.637 -5.662
H 0.639 -3.450 -4.702
H -1.662 -3.266 -3.992
H -1.290 -2.064 -2.768
H -2.134 -3.548 -2.309
I 4.285 0.239 -2.965
I 7.421 2.400 0.579
I 9.942 3.658 0.549



[2]
19
Properties=species:S:1:pos:R:3 method="wB97M-V/def2-TZVPD" e_homo_ha=-0.3185 e_lumo_ev=0.852 gap_ev=9.52 relative_energy_ev=4.962 charge=0 max_force_ha_per_bohr=0.01072 spin_multiplicity=1
C -2.825 0.014 0.287
C -1.471 -0.260 -0.363
C -0.503 0.919 -0.231
C 0.828 0.723 -0.912
C 2.059 1.352 -0.358
C 2.174 0.030 -0.193
C 2.672 -0.893 0.884
H -2.714 0.230 1.355
H -3.319 0.875 -0.178
H -3.494 -0.848 0.188
H -1.020 -1.153 0.093
H -1.613 -0.496 -1.427
H -0.325 1.160 0.823
H -0.938 1.815 -0.695
H 1.317 -0.627 -0.788
H 0.775 0.501 -1.982
H 3.468 -0.376 1.426
H 3.058 -1.832 0.475
H 1.871 -1.134 1.594



[3]
12
Properties=species:S:1:pos:R:3 method="wB97M-V/def2-TZVPD" e_homo_ha="-0.3542 / -0.3545" e_lumo_ev="-3.369 / -3.352" gap_ev="6.27 / 6.29" relative_energy_ev=7.562 charge=0 max_force_ha_per_bohr=0.08451 spin_multiplicity=1
C 1.502 0.188 -1.414
C 0.089 -1.181 0.001
C -0.915 -0.111 0.207
N 1.222 -0.936 -0.947
N -0.980 0.823 1.309
O -0.246 0.808 2.288
O -1.958 1.584 1.309
S 0.703 1.704 -1.357
H 2.551 0.172 -1.781
H 0.508 -1.328 1.000
H -0.675 -1.950 -0.243
H -1.800 0.227 -0.370



[4]
137
Properties=species:S:1:pos:R:3 method="wB97M-V/def2-TZVPD" e_homo_ha=-0.2071 e_lumo_ev=1.388 gap_ev=7.02 relative_energy_ev=7.753 charge=-1 max_force_ha_per_bohr=0.13338 spin_multiplicity=1
C 12.092 -1.966 -1.743
O 10.900 -1.070 -1.771
C 11.290 0.338 -1.571
C 10.158 1.246 -2.388
C 9.792 2.660 -1.595
C 8.319 2.619 -0.859
C 7.079 3.125 -1.817
C 5.831 2.032 -1.648
C 4.503 2.467 -2.564
C 3.309 2.913 -1.480
C 1.830 2.777 -2.172
S 0.879 1.223 -1.695
O 0.040 0.833 -2.972
O -0.046 1.592 -0.477
N 1.882 -0.107 -1.170
S 0.969 -1.575 -0.923
O -0.583 -1.387 -0.992
O 1.239 -2.260 0.472
S 1.442 -2.908 -2.541
H 12.896 -1.601 -0.963
H 11.689 -3.007 -1.324
H 12.516 -2.179 -2.814
H 12.347 0.618 -2.000
H 11.250 0.580 -0.422
H 10.617 1.577 -3.423
H 9.212 0.564 -2.528
H 9.944 3.572 -2.314
H 10.590 2.769 -0.718
H 8.388 3.322 0.079
H 8.064 1.509 -0.538
H 6.672 4.137 -1.394
H 7.401 3.271 -2.949
H 5.562 1.957 -0.509
H 6.164 0.954 -1.994
H 4.114 1.544 -3.169
H 4.706 3.428 -3.223
H 3.419 2.385 -0.440
H 3.511 4.074 -1.286
H 1.965 2.819 -3.348
H 1.170 3.700 -1.807
H 0.482 -2.558 -3.543
Cl 14.679 -1.849 0.076
C 16.407 -2.035 -0.313
C 17.040 -0.724 -0.754
Cl 16.437 -0.187 -2.342
H 16.500 -2.807 -1.083
H 16.898 -2.398 0.594
H 18.122 -0.849 -0.853
H 16.854 0.076 -0.032
Cl 2.899 0.529 5.770
C 1.771 -0.032 4.510
C 2.494 -0.451 3.239
Cl 3.219 0.936 2.389
H 1.051 0.769 4.318
H 1.229 -0.885 4.928
H 1.786 -0.913 2.545
H 3.288 -1.175 3.447
Cl -6.321 -1.781 0.115
C -4.593 -1.967 -0.274
C -3.960 -0.657 -0.715
Cl -4.563 -0.119 -2.303
H -4.500 -2.739 -1.044
H -4.102 -2.330 0.634
H -2.878 -0.782 -0.813
H -4.146 0.144 0.008
Cl 14.141 -2.566 -5.655
C 12.525 -2.391 -6.382
C 12.113 -0.935 -6.523
Cl 11.809 -0.166 -4.945
H 11.814 -2.954 -5.769
H 12.570 -2.862 -7.369
H 11.181 -0.866 -7.093
H 12.875 -0.349 -7.045
Cl -7.074 4.090 0.998
C -7.367 2.338 0.862
C -7.373 1.868 -0.584
Cl -8.789 2.473 -1.481
H -8.313 2.112 1.364
H -6.563 1.840 1.411
H -7.420 0.776 -0.619
H -6.472 2.187 -1.116
Cl -2.918 6.998 -2.516
C -4.577 6.418 -2.220
C -4.618 5.293 -1.199
Cl -3.889 3.792 -1.822
H -5.004 6.108 -3.180
H -5.150 7.275 -1.854
H -5.656 5.059 -0.946
H -4.097 5.566 -0.276
Cl -4.300 8.077 0.563
C -2.535 8.256 0.726
C -2.033 7.787 2.083
Cl -2.561 8.861 3.403
H -2.282 9.305 0.543
H -2.082 7.653 -0.066
H -0.940 7.786 2.095
H -2.377 6.773 2.312
Cl -8.665 -6.504 -0.268
C -8.175 -4.979 -1.047
C -7.503 -5.212 -2.391
Cl -5.905 -5.981 -2.220
H -7.519 -4.441 -0.356
H -9.085 -4.388 -1.184
H -7.340 -4.254 -2.895
H -8.115 -5.841 -3.044
Cl -11.015 -2.746 -1.313
C -12.673 -3.326 -1.018
C -12.714 -4.451 0.004
Cl -11.985 -5.952 -0.620
H -13.100 -3.636 -1.977
H -13.246 -2.469 -0.651
H -13.753 -4.685 0.256
H -12.193 -4.178 0.926
Cl -6.372 -0.573 6.186
C -7.499 -1.134 4.925
C -6.776 -1.554 3.655
Cl -6.051 -0.166 2.804
H -8.219 -0.333 4.734
H -8.041 -1.987 5.343
H -7.484 -2.015 2.960
H -5.982 -2.277 3.863
Cl -0.221 -2.046 5.873
C 0.193 -1.946 7.603
C -1.011 -1.595 8.461
Cl -1.563 0.078 8.194
H 0.998 -1.213 7.717
H 0.583 -2.927 7.891
H -0.748 -1.676 9.520
H -1.854 -2.266 8.268
Cl -15.479 -3.764 1.471
C -16.570 -4.598 2.606
C -16.206 -6.064 2.779
Cl -16.528 -7.016 1.308
H -17.595 -4.477 2.241
H -16.486 -4.078 3.564
H -16.809 -6.504 3.579
H -15.150 -6.189 3.040



[5]
25
Properties=species:S:1:pos:R:3 method="wB97M-V/def2-TZVPD" e_homo_ha="0.0918 / -0.0354" e_lumo_ev="4.422 / 4.357" gap_ev="1.92 / 5.32" charge=-2 max_force_ha_per_bohr=0.05767 spin_multiplicity=5
C 2.726 2.978 -1.070
I 2.147 2.712 1.044
H 2.187 3.869 -1.422
H 2.423 2.082 -1.605
H 3.803 3.158 -1.056
C -2.220 -2.066 -0.540
C -0.567 -0.689 0.147
N -1.019 -1.968 0.144
H -3.402 -0.486 -1.479
I -0.517 0.677 3.426
N -1.559 0.024 -0.450
H -2.726 -3.008 -0.672
Rh 0.893 0.217 1.135
C 2.343 -0.209 0.062
O 3.348 -0.591 -0.393
C -2.546 -0.822 -0.932
C -1.568 1.461 -0.619
H -2.543 1.864 -0.320
H -1.371 1.722 -1.665
H -0.766 1.898 -0.004
C -0.403 -3.154 0.709
H -0.328 -3.907 -0.085
H -1.045 -3.545 1.512
H 0.586 -2.941 1.112
S 2.124 0.721 3.022



[6]
11
Properties=species:S:1:pos:R:3 method="wB97M-V/def2-TZVPD" e_homo_ha=-0.3492 e_lumo_ev=0.660 gap_ev=10.16 relative_energy_ev=0.181 charge=0 max_force_ha_per_bohr=0.04595 spin_multiplicity=1 smiles="CSC(=O)NS"
C -1.686 1.096 0.740
S 0.087 0.920 0.579
C 0.075 -0.542 -0.377
O -0.873 -1.094 -0.841
N 1.330 -0.997 -0.721
S 2.735 -0.215 -0.756
H -1.889 1.220 1.804
H -2.086 1.938 0.082
H -2.163 0.170 0.373
H 1.252 -1.792 -1.281
H 3.217 -0.706 0.398



[7]
59
Properties=species:S:1:pos:R:3 method="wB97M-V/def2-TZVPD" e_homo_ha=-0.3889 e_lumo_ev=0.029 gap_ev=10.61 charge=0 max_force_ha_per_bohr=0.03420 spin_multiplicity=1 smiles="CC(=O)OC[C@@](Cl)(C#N)CC#N.ClC(Cl)Cl.ClC(Cl)Cl.ClC(Cl)Cl.ClC(Cl)Cl.ClC(Cl)Cl.ClC(Cl)Cl.ClC(Cl)Cl.ClC(Cl)Cl"
C 3.015 0.971 1.136
C 1.979 -0.111 1.203
O 2.174 -1.166 1.743
O 0.785 0.208 0.623
C 0.191 -0.834 -0.136
C -1.340 -0.918 0.123
Cl -2.204 -1.106 -1.422
C -1.590 -2.156 0.887
N -1.740 -3.102 1.519
C -1.911 0.241 0.953
C -1.855 1.496 0.206
N -1.866 2.574 -0.183
H 3.894 0.549 0.651
H 3.278 1.276 2.147
H 2.627 1.827 0.592
H 0.631 -1.810 0.057
H 0.342 -0.621 -1.194
H -2.955 0.015 1.177
H -1.355 0.327 1.883
Cl 0.880 -4.359 3.151
C 2.603 -4.093 2.906
Cl 3.470 -4.107 4.448
Cl 3.274 -5.304 1.807
H 2.732 -3.119 2.458
Cl -3.579 5.867 -0.649
C -3.444 4.313 -1.482
Cl -4.967 3.414 -1.384
Cl -2.953 4.540 -3.160
H -2.663 3.707 -0.965
Cl -5.100 -2.126 1.838
C -4.943 -3.717 1.083
Cl -6.345 -4.723 1.439
Cl -4.718 -3.569 -0.661
H -4.065 -4.192 1.503
Cl 6.133 -5.773 8.034
C 6.032 -6.550 6.452
Cl 7.610 -6.566 5.662
Cl 5.389 -8.184 6.598
H 5.354 -5.975 5.835
Cl 0.522 4.478 -2.420
C 1.224 5.443 -3.717
Cl 2.657 4.653 -4.381
Cl 0.036 5.743 -4.986
H 1.527 6.395 -3.303
Cl -8.647 1.505 1.649
C -6.930 1.483 1.258
Cl -5.965 1.142 2.702
Cl -6.587 0.315 -0.016
H -6.652 2.466 0.898
Cl -3.579 4.444 -9.081
C -1.875 4.787 -8.788
Cl -1.092 5.377 -10.254
Cl -1.685 5.943 -7.469
H -1.391 3.865 -8.496
Cl 7.471 -1.158 -1.787
C 7.181 -1.127 -0.050
Cl 7.888 0.311 0.682
Cl 5.449 -1.215 0.298
H 7.652 -1.997 0.387



[8]
100
Properties=species:S:1:pos:R:3 method="wB97M-V/def2-TZVPD" e_homo_ha=-0.1860 e_lumo_ev=1.718 gap_ev=6.78 relative_energy_ev=2.906 charge=-1 max_force_ha_per_bohr=0.10595 spin_multiplicity=1
C -1.211 -2.333 -1.909
N -2.281 -3.080 -2.629
C -2.114 -4.555 -2.664
C -0.767 -4.900 -3.522
C -0.718 -4.142 -4.926
F 0.680 -4.160 -5.364
C -3.301 -5.156 -3.583
C -4.534 -5.789 -2.802
C -4.727 -7.347 -3.235
Br -6.727 -7.646 -3.243
C -1.912 -5.294 -1.272
O -1.821 -6.579 -1.327
O -1.808 -4.712 -0.039
P -3.805 -2.526 -1.993
O -4.960 -2.524 -3.027
O -4.363 -3.344 -0.618
O -3.663 -0.871 -1.513
H -1.236 -1.243 -2.292
H -0.148 -2.688 -2.061
H -1.434 -2.258 -0.785
H -0.708 -6.042 -3.651
H 0.185 -4.616 -2.936
H -1.290 -4.738 -5.717
H -1.007 -3.041 -4.884
H -3.702 -4.389 -4.343
H -2.847 -5.993 -4.238
H -4.554 -5.664 -1.676
H -5.485 -5.267 -3.195
H -4.187 -8.042 -2.519
H -4.422 -7.493 -4.333
H -5.195 -2.962 -0.269
H -3.359 -0.872 -0.573
C 0.473 0.638 0.858
C 0.391 -0.826 1.283
C 1.264 -1.167 2.507
O 2.661 -1.259 2.235
C 3.321 -0.009 2.134
N 0.721 -1.677 0.133
H 1.381 0.865 0.301
H -0.367 0.887 0.203
H 0.425 1.302 1.726
H -0.649 -1.024 1.564
H 0.974 -2.162 2.862
H 1.081 -0.476 3.340
H 2.914 0.730 2.830
H 3.271 0.362 1.109
H 4.376 -0.163 2.372
H 0.558 -2.650 0.385
H 1.732 -1.626 -0.002
C -4.673 -2.810 4.132
C -4.283 -3.453 2.802
C -4.500 -4.979 2.762
O -3.532 -5.737 3.483
C -3.734 -5.764 4.884
N -2.894 -3.101 2.489
H -3.921 -2.961 4.909
H -4.785 -1.729 4.009
H -5.627 -3.205 4.494
H -4.926 -3.014 2.032
H -4.405 -5.306 1.721
H -5.515 -5.252 3.080
H -4.796 -5.781 5.147
H -3.236 -4.913 5.353
H -3.267 -6.670 5.275
H -2.674 -3.437 1.551
H -2.295 -3.662 3.095
C 2.704 5.685 -2.116
C 2.102 5.393 -0.745
C 2.613 4.086 -0.105
O 2.066 2.896 -0.664
C 2.653 2.501 -1.894
N 0.637 5.402 -0.853
H 2.249 5.092 -2.911
H 2.549 6.734 -2.379
H 3.781 5.497 -2.119
H 2.398 6.214 -0.082
H 2.301 4.081 0.946
H 3.710 4.040 -0.102
H 3.725 2.717 -1.927
H 2.139 2.981 -2.727
H 2.513 1.424 -2.004
H 0.237 5.319 0.078
H 0.361 4.533 -1.313
C 5.403 6.948 1.310
C 5.647 8.027 0.258
C 6.371 9.274 0.803
O 5.557 10.140 1.588
C 5.349 9.701 2.921
N 4.368 8.379 -0.372
H 4.559 7.179 1.962
H 5.172 5.995 0.825
H 6.289 6.798 1.932
H 6.295 7.588 -0.510
H 6.692 9.879 -0.053
H 7.284 9.006 1.350
H 6.232 9.205 3.334
H 4.481 9.042 2.970
H 5.127 10.577 3.534
H 4.546 9.013 -1.147
H 3.848 8.950 0.295